{"formula": "C67H75BaN4O6S", "method": "the ωB97M-V functional and the def2-TZVPD basis", "elements": ["Ba", "C", "O", "C", "C", "C", "C", "C", "C", "C", "C", "C", "C", "C", "C", "C", "C", "C", "C", "C", "C", "C", "C", "C", "C", "C", "C", "C", "C", "C", "C", "C", "C", "O", "C", "C", "C", "C", "C", "O", "C", "C", "C", "C", "C", "C", "O", "C", "C", "C", "C", "H", "H", "H", "H", "H", "H", "H", "H", "H", "H", "H", "H", "H", "H", "H", "H", "H", "H", "H", "H", "H", "H", "H", "H", "H", "H", "H", "H", "H", "H", "H", "H", "H", "H", "H", "H", "H", "H", "H", "H", "H", "H", "H", "H", "H", "H", "H", "H", "H", "H", "H", "H", "H", "H", "H", "H", "H", "H", "O", "C", "N", "C", "O", "C", "C", "C", "C", "C", "C", "H", "H", "H", "H", "N", "C", "N", "C", "C", "C", "C", "C", "C", "S", "H", "H", "H", "H", "H", "H", "N", "C", "C", "C", "C", "C", "C", "H", "H", "H", "H", "H", "H", "H"], "positions_angstrom": [[-1.636, -0.009, -1.565], [-2.411, 3.625, -0.898], [-1.661, 2.478, -0.553], [-0.650, 2.696, 0.367], [-0.867, 2.364, 1.715], [-2.128, 1.693, 2.221], [-1.909, 0.286, 2.745], [-2.209, -0.111, 4.041], [-2.077, -1.433, 4.463], [-1.605, -2.376, 3.548], [-1.288, -2.044, 2.248], [-0.829, -3.047, 1.212], [0.533, -2.732, 0.639], [1.640, -2.774, 1.478], [2.918, -2.432, 1.044], [3.061, -1.976, -0.253], [1.994, -1.919, -1.143], [2.241, -1.333, -2.514], [2.644, 0.117, -2.441], [3.956, 0.529, -2.511], [4.334, 1.862, -2.333], [3.334, 2.783, -2.044], [2.002, 2.421, -1.968], [0.929, 3.384, -1.533], [0.573, 3.200, -0.073], [1.546, 3.479, 0.881], [1.344, 3.252, 2.231], [0.144, 2.663, 2.618], [2.376, 3.618, 3.289], [1.759, 4.639, 4.254], [2.788, 2.367, 4.064], [3.638, 4.235, 2.684], [1.627, 1.079, -2.211], [0.405, 0.720, -2.173], [5.809, 2.238, -2.425], [6.047, 3.732, -2.201], [6.605, 1.471, -1.359], [6.348, 1.883, -3.816], [0.745, -2.353, -0.694], [-0.322, -2.379, -1.589], [-0.375, -3.546, -2.384], [4.098, -2.546, 2.003], [3.857, -1.645, 3.214], [4.229, -4.003, 2.463], [5.422, -2.129, 1.356], [-1.471, -0.699, 1.824], [-1.325, -0.406, 0.596], [-2.427, -1.895, 5.875], [-3.541, -2.953, 5.809], [-1.188, -2.503, 6.547], [-2.922, -0.752, 6.761], [-1.765, 4.503, -1.011], [-3.182, 3.812, -0.137], [-2.896, 3.399, -1.846], [-2.874, 1.668, 1.424], [-2.537, 2.309, 3.032], [-2.572, 0.641, 4.728], [-1.498, -3.410, 3.854], [-1.559, -3.092, 0.400], [-0.792, -4.040, 1.673], [1.480, -3.069, 2.506], [4.019, -1.636, -0.611], [1.344, -1.424, -3.127], [3.041, -1.904, -2.999], [4.716, -0.220, -2.705], [3.584, 3.821, -1.869], [0.046, 3.238, -2.158], [1.281, 4.413, -1.680], [2.486, 3.870, 0.526], [-0.024, 2.418, 3.657], [0.886, 4.228, 4.755], [1.449, 5.537, 3.721], [2.483, 4.925, 5.018], [1.938, 1.897, 4.553], [3.526, 2.617, 4.829], [3.227, 1.644, 3.386], [3.414, 5.150, 2.137], [4.130, 3.540, 2.005], [4.343, 4.484, 3.479], [5.725, 4.041, -1.208], [5.513, 4.331, -2.937], [7.111, 3.955, -2.293], [6.215, 1.686, -0.366], [7.659, 1.753, -1.387], [6.540, 0.396, -1.515], [5.806, 2.434, -4.583], [6.229, 0.822, -4.023], [7.408, 2.128, -3.895], [0.633, -3.872, -2.661], [-0.939, -3.303, -3.285], [-0.891, -4.359, -1.852], [2.952, -1.923, 3.749], [3.748, -0.616, 2.887], [4.697, -1.704, 3.908], [3.331, -4.334, 2.980], [5.072, -4.111, 3.147], [4.390, -4.664, 1.612], [5.399, -1.087, 1.043], [5.650, -2.743, 0.486], [6.235, -2.246, 2.072], [-3.232, -3.815, 5.222], [-4.435, -2.539, 5.346], [-3.803, -3.301, 6.810], [-0.807, -3.348, 5.980], [-1.428, -2.851, 7.553], [-0.392, -1.763, 6.618], [-3.827, -0.301, 6.359], [-2.166, 0.025, 6.863], [-3.150, -1.131, 7.758], [-4.300, -0.677, -4.391], [-4.782, -0.002, -3.487], [-4.118, 0.494, -2.418], [-5.005, 1.056, -1.557], [-4.769, 1.469, -0.428], [-6.357, 1.063, -2.184], [-7.573, 1.564, -1.767], [-8.655, 1.384, -2.618], [-8.517, 0.719, -3.829], [-7.292, 0.207, -4.238], [-6.219, 0.398, -3.395], [-7.671, 2.069, -0.818], [-9.629, 1.764, -2.335], [-9.387, 0.596, -4.462], [-7.180, -0.322, -5.173], [-4.512, -1.139, 1.292], [-4.293, -2.238, 0.547], [-4.135, -2.227, -0.736], [-4.028, -3.482, -1.257], [-3.892, -3.780, -2.610], [-3.759, -5.101, -2.985], [-3.757, -6.122, -2.036], [-3.906, -5.846, -0.689], [-4.053, -4.524, -0.306], [-4.291, -3.836, 1.288], [-4.411, -0.271, 0.769], [-4.116, -1.117, 2.223], [-3.903, -2.974, -3.332], [-3.655, -5.351, -4.033], [-3.645, -7.149, -2.357], [-3.912, -6.642, 0.043], [-1.526, 0.474, -4.765], [-0.326, 1.065, -5.120], [-0.145, 2.437, -4.967], [1.085, 3.011, -5.208], [2.157, 2.237, -5.618], [1.978, 0.876, -5.789], [0.750, 0.292, -5.550], [-1.749, -0.416, -5.184], [-2.349, 1.058, -4.763], [-0.971, 3.046, -4.621], [1.213, 4.074, -5.052], [3.127, 2.687, -5.776], [2.811, 0.254, -6.090], [0.626, -0.778, -5.659]], "forces_ev_per_angstrom": [[-1.937, -0.580, -1.912], [-0.287, 0.184, 0.120], [0.190, -0.028, 0.028], [0.132, 0.026, 0.393], [0.260, 0.120, -0.196], [-0.082, -0.020, 0.164], [0.180, -0.340, -0.179], [0.028, 0.030, -0.025], [-0.071, -0.006, 0.261], [0.036, 0.001, -0.050], [0.009, 0.432, -0.061], [-0.130, -0.154, 0.056], [0.387, 0.155, -0.157], [-0.092, 0.082, -0.222], [0.019, -0.015, 0.064], [-0.054, -0.061, -0.008], [-0.306, -0.040, 0.231], [0.024, -0.114, -0.314], [-0.060, 0.262, 0.082], [0.033, 0.069, -0.010], [0.202, 0.054, -0.011], [0.096, 0.008, -0.034], [-0.044, -0.366, 0.028], [-0.141, 0.240, -0.260], [-0.153, -0.177, 0.141], [-0.033, -0.007, 0.044], [-0.019, -0.006, 0.005], [-0.115, -0.026, -0.207], [0.102, 0.162, 0.054], [0.070, -0.061, -0.020], [-0.010, 0.046, 0.059], [-0.096, -0.012, 0.032], [1.037, 0.290, 0.110], [0.579, 0.345, -0.405], [0.082, 0.051, 0.025], [-0.030, -0.097, 0.002], [-0.020, 0.060, -0.090], [0.034, 0.000, 0.075], [0.132, -0.043, 0.169], [0.187, 0.037, 0.163], [-0.030, -0.396, -0.055], [0.151, -0.087, 0.010], [0.034, -0.051, 0.023], [0.016, 0.067, 0.006], [-0.141, -0.031, 0.025], [-0.235, -0.310, 1.159], [0.539, -0.001, 0.928], [-0.061, -0.026, 0.094], [0.141, 0.063, 0.066], [-0.110, 0.005, -0.017], [0.017, -0.040, -0.048], [-0.045, -0.112, 0.022], [0.149, 0.046, -0.149], [-0.093, 0.064, -0.023], [0.004, 0.015, -0.070], [-0.014, -0.081, -0.061], [-0.038, 0.069, 0.076], [0.015, -0.096, 0.027], [0.003, 0.006, -0.019], [-0.061, 0.050, -0.027], [-0.047, -0.035, 0.131], [0.124, 0.056, -0.037], [-0.023, 0.001, -0.013], [-0.052, 0.038, 0.001], [0.092, -0.071, -0.017], [0.043, 0.076, 0.017], [0.036, 0.009, 0.047], [-0.029, -0.087, -0.019], [0.127, 0.035, -0.048], [-0.049, -0.053, 0.145], [-0.111, -0.038, 0.059], [-0.025, 0.079, -0.060], [0.067, 0.025, 0.073], [-0.085, -0.064, 0.049], [0.048, 0.019, 0.059], [0.090, -0.180, -0.098], [-0.009, 0.068, -0.047], [0.063, -0.061, -0.082], [0.019, 0.001, 0.048], [-0.041, 0.044, 0.101], [-0.051, 0.071, -0.064], [0.062, -0.006, -0.011], [-0.036, 0.036, 0.088], [0.108, 0.015, -0.004], [-0.010, -0.132, -0.012], [-0.056, 0.056, -0.077], [-0.008, -0.117, -0.036], [0.090, 0.019, -0.012], [-0.076, 0.034, -0.007], [-0.033, -0.029, 0.000], [0.104, 0.119, -0.074], [-0.106, -0.020, 0.065], [-0.029, 0.214, -0.009], [0.064, -0.004, 0.059], [-0.089, -0.053, 0.047], [0.068, -0.006, 0.061], [0.010, -0.045, -0.068], [0.008, 0.112, -0.048], [0.031, -0.051, -0.082], [0.022, -0.014, 0.068], [0.025, -0.100, -0.068], [-0.089, 0.058, -0.050], [-0.018, -0.029, 0.082], [0.055, -0.102, -0.060], [-0.017, -0.026, 0.081], [0.068, 0.071, 0.002], [-0.085, 0.061, -0.035], [0.060, 0.081, 0.016], [-0.010, -0.031, 0.047], [0.035, 0.027, -0.076], [0.140, -0.081, -0.314], [-0.071, 0.323, 0.069], [0.051, -0.061, -0.142], [0.260, 0.060, 0.302], [-0.515, -0.122, -0.421], [0.252, -0.093, -0.012], [-0.221, 0.060, 0.012], [-0.215, 0.000, -0.097], [0.213, -0.030, 0.056], [-0.579, 0.139, 0.218], [0.002, 0.043, 0.083], [-0.025, 0.011, 0.006], [-0.033, -0.005, -0.024], [0.017, -0.034, -0.059], [-0.034, 0.320, 0.158], [0.139, -0.345, -0.144], [-0.103, 0.950, -0.041], [0.042, -0.630, 0.263], [-0.011, 0.052, 0.069], [0.015, -0.098, -0.084], [0.030, -0.183, -0.137], [-0.003, 0.003, 0.175], [-0.013, 0.227, 0.001], [0.030, -0.223, -0.185], [-0.037, 0.063, 0.091], [-0.003, -0.031, -0.032], [0.002, 0.093, -0.075], [0.006, -0.007, -0.021], [0.001, -0.037, -0.010], [-0.002, -0.043, 0.022], [-0.446, -0.292, 0.099], [0.147, 0.052, -0.053], [-0.134, -0.012, 0.028], [0.049, 0.156, 0.012], [0.261, 0.091, -0.077], [0.089, -0.044, -0.050], [-0.125, -0.051, 0.033], [0.052, 0.012, 0.004], [0.038, 0.056, 0.016], [-0.073, 0.037, 0.028], [0.016, 0.045, 0.004], [0.050, 0.017, -0.002], [0.047, -0.019, -0.016], [-0.023, -0.091, 0.001]], "lowdin_charge": [2.09, -0.06, -0.29, -0.20, -0.10, -0.06, -0.15, 0.00, -0.20, -0.02, -0.15, -0.08, -0.11, 0.03, -0.16, 0.03, -0.11, -0.08, -0.14, -0.01, -0.19, 0.00, -0.14, -0.08, -0.11, 0.03, -0.16, 0.02, -0.56, -0.05, -0.04, -0.07, -0.34, -0.42, -0.56, -0.07, -0.05, -0.05, -0.20, -0.29, -0.06, -0.55, -0.04, -0.05, -0.07, -0.36, -0.41, -0.56, -0.05, -0.05, -0.08, 0.10, 0.10, 0.09, 0.10, 0.12, 0.10, 0.11, 0.09, 0.13, 0.12, 0.10, 0.10, 0.13, 0.11, 0.10, 0.10, 0.13, 0.10, 0.12, 0.07, 0.09, 0.08, 0.08, 0.08, 0.07, 0.08, 0.08, 0.08, 0.08, 0.08, 0.08, 0.08, 0.08, 0.07, 0.08, 0.07, 0.08, 0.10, 0.09, 0.10, 0.08, 0.07, 0.08, 0.07, 0.08, 0.09, 0.08, 0.08, 0.08, 0.07, 0.08, 0.08, 0.07, 0.08, 0.09, 0.08, 0.08, 0.08, 0.02, -0.49, -0.04, -0.48, 0.03, -0.09, -0.01, -0.09, -0.09, -0.01, -0.09, 0.11, 0.10, 0.10, 0.11, 0.15, -0.67, 0.10, -0.32, -0.02, -0.10, -0.11, -0.11, -0.47, 1.07, 0.08, 0.09, 0.10, 0.10, 0.09, 0.10, 0.08, -0.34, -0.05, -0.10, -0.11, -0.09, -0.05, 0.09, 0.08, 0.11, 0.10, 0.09, 0.10, 0.11], "relative_energy_kcal_mol": 3.3, "total_charge": -1, "largest_force_ev_per_a": 2.782, "homo_lumo_gap_ev": 6.57, "lumo_ev": 2.17}

{"formula": "C4H7NO", "method": "the ωB97M-V functional and the def2-TZVPD basis", "elements": ["C", "C", "C", "C", "H", "H", "H", "H", "H", "H", "H", "N", "O"], "positions_angstrom": [[-0.870, 1.271, 0.039], [-1.187, -0.410, -0.169], [0.050, -1.203, 0.093], [2.378, -0.096, -0.175], [-1.394, 2.201, -0.726], [-1.139, 1.514, 1.105], [0.352, 1.646, -0.406], [-2.147, -0.582, 0.707], [-1.423, -0.827, -1.289], [0.258, -2.211, -0.191], [0.370, -1.307, 1.274], [1.279, -0.365, -0.347], [3.472, 0.368, 0.085]], "forces_ev_per_angstrom": [[1.346, 1.850, -3.496], [-2.627, 1.466, -0.533], [4.575, 1.877, 4.891], [6.525, 2.722, 2.126], [0.611, -3.484, 2.279], [0.795, -0.048, -1.202], [-3.797, -1.612, 2.200], [3.017, -0.028, -3.078], [-0.390, 1.827, 2.632], [-0.749, -0.491, -1.113], [-1.411, 0.425, -2.464], [-5.609, -3.104, -1.219], [-2.286, -1.399, -1.023]], "lowdin_charge": [-0.14, -0.25, -0.22, -0.38, 0.11, 0.03, 0.14, 0.17, 0.13, 0.09, 0.16, 0.08, 0.07], "relative_energy_kcal_mol": 110.3, "largest_force_ev_per_a": 7.383, "homo_lumo_gap_ev": 10.78, "lumo_ev": 0.67}

{"formula": "C11H12N4OS", "method": "the ωB97M-V functional and the def2-TZVPD basis", "elements": ["C", "C", "O", "C", "H", "H", "S", "C", "N", "N", "C", "N", "C", "H", "H", "H", "C", "C", "C", "N", "C", "C", "H", "H", "H", "H", "H", "H", "H"], "positions_angstrom": [[-3.843, -2.205, 0.274], [-3.650, -0.759, 0.617], [-3.397, -0.350, 1.717], [-3.800, 0.175, -0.578], [-3.623, -0.341, -1.520], [-4.795, 0.623, -0.572], [-2.633, 1.559, -0.446], [-1.199, 0.589, -0.399], [-1.154, -0.705, -0.593], [0.122, -1.079, -0.483], [0.851, -0.026, -0.213], [0.044, 1.087, -0.151], [0.371, 2.471, 0.039], [-0.356, 3.081, -0.499], [0.329, 2.737, 1.098], [1.370, 2.670, -0.350], [2.288, -0.074, -0.021], [3.022, -1.045, -0.705], [4.391, -1.097, -0.512], [5.047, -0.274, 0.290], [4.349, 0.630, 0.953], [2.976, 0.777, 0.843], [2.462, 1.512, 1.442], [4.922, 1.272, 1.610], [4.998, -1.831, -1.025], [2.514, -1.731, -1.363], [-2.945, -2.530, -0.250], [-3.961, -2.794, 1.179], [-4.698, -2.341, -0.383]], "forces_ev_per_angstrom": [[0.004, -0.159, 0.353], [-0.145, -0.324, -0.219], [-0.056, 0.011, 0.157], [0.509, 0.508, 0.005], [-0.113, -0.055, 0.059], [-0.007, -0.029, -0.024], [-0.380, 0.248, -0.061], [0.078, 0.013, -0.051], [-0.856, 0.494, -0.131], [1.239, -0.374, 0.160], [-0.501, -0.081, -0.075], [-0.309, -0.800, -0.165], [0.105, 0.473, 0.166], [0.123, 0.006, -0.001], [0.037, 0.033, -0.075], [-0.108, 0.030, 0.012], [0.594, -0.005, 0.053], [-0.059, 0.208, 0.130], [-0.214, -0.172, -0.161], [0.501, 0.003, 0.101], [-0.110, 0.213, 0.135], [-0.055, -0.192, -0.176], [-0.036, 0.080, 0.052], [-0.037, 0.089, 0.081], [-0.040, -0.092, -0.089], [-0.018, -0.073, -0.084], [-0.002, 0.007, -0.092], [-0.041, -0.022, 0.035], [-0.101, -0.036, -0.095]], "lowdin_charge": [-0.02, -0.55, 0.07, -0.39, 0.08, 0.09, 0.99, -0.62, 0.03, 0.09, -0.26, -0.04, -0.03, 0.07, 0.10, 0.10, -0.15, 0.00, -0.14, 0.06, -0.15, -0.02, 0.10, 0.11, 0.11, 0.11, 0.08, 0.09, 0.08], "largest_force_ev_per_a": 1.304, "homo_lumo_gap_ev": 8.95, "lumo_ev": 0.40, "smiles": "CC(=O)CSc1nnc(-c2ccncc2)n1C"}